1.
This record from the Open Molecules 2025 dataset describes a structure of composition C18H12N2O4Rh. The level of theory is ωB97M-V with the def2-TZVPD basis set.

Geometry as ORCA input:
```
! RIJCOSX wB97M-V def2-TZVPD def2/J DEFGRID3
* xyz 1 5
Rh 0.37 0.65 -0.64
C 4.10 -0.51 -2.28
H 4.83 -1.27 -2.06
O -1.59 0.40 -0.74
H 0.00 -1.74 1.55
C -4.91 0.63 0.61
C 2.90 -0.44 -1.57
H 1.52 2.24 -3.18
C 0.96 -1.99 1.09
H 4.27 -2.68 -0.63
N -5.78 1.53 2.74
C 2.90 -3.34 0.87
C 2.24 1.47 -2.92
H -4.02 -0.10 -1.20
O -6.89 1.21 2.36
H -3.24 2.06 3.18
C 3.33 -2.49 -0.13
C 1.69 -3.09 1.50
O 0.07 1.58 1.27
C 1.99 0.58 -1.88
C -2.54 0.69 0.12
H 3.50 -4.18 1.17
H -5.92 0.39 0.34
N 1.38 -1.18 0.12
C 3.43 1.39 -3.62
O -5.52 2.05 3.80
H 5.29 0.34 -3.84
C -1.01 1.72 1.85
H 1.31 -3.72 2.29
C 2.55 -1.41 -0.50
C -3.86 0.36 -0.24
C -4.66 1.24 1.84
H -0.99 2.22 2.83
C -3.39 1.59 2.23
C -2.31 1.31 1.38
H 3.64 2.09 -4.42
C 4.36 0.40 -3.29
*
```

Computed properties:
- HOMO-LUMO gap (spin up / spin down): 0.301 / 0.217 hartree
- Electronic energy: -1213.715753 Ha
- HOMO (spin up / spin down): -0.447 / -0.452 Eh
- ΔE to the lowest compared entry with this formula, charge and spin: 0.2 kJ/mol
- <S²>: 6.02
- LUMO level (spin up / spin down): -3.968 / -6.397 eV

---

2.
This record from the Open Molecules 2025 dataset describes a structure of composition C20H26IrN6O2S. The level of theory is ωB97M-V with the def2-TZVPD basis set.

Geometry as ORCA input:
```
! RIJCOSX wB97M-V def2-TZVPD def2/J DEFGRID3
* xyz 3 1
C 1.75 -4.84 -0.71
C -1.85 2.27 -2.13
C 3.35 -0.32 0.38
S -2.40 -0.45 1.99
H -0.31 0.63 4.77
N -2.59 1.42 3.89
C 0.57 -2.61 -0.04
H -3.05 -1.70 -0.38
C -1.81 0.50 3.39
H -0.92 2.15 -1.55
H -4.54 -0.88 -4.32
N 2.76 -2.61 -0.35
O 0.45 -0.20 0.52
C -3.89 -1.45 -2.35
H -3.21 3.91 -1.98
H -3.48 1.60 3.45
H -1.55 2.70 -3.09
H -0.45 -2.93 0.05
H 2.20 -4.98 -1.69
C 4.36 -0.68 1.26
C 1.67 -3.39 -0.36
H 4.46 -3.83 -0.42
H 6.04 0.02 2.38
H -4.40 -2.40 -2.34
H 2.35 -5.38 0.02
C 5.24 0.29 1.69
H -4.73 3.83 0.70
C 4.09 1.94 0.38
H 2.43 1.23 -0.78
C -3.14 -1.07 -1.26
H 3.96 -3.15 -1.99
H 4.75 -2.12 -0.78
H 3.99 2.96 0.03
H -2.38 1.91 4.75
C 5.11 1.60 1.26
C -2.89 3.20 -0.13
C -3.30 0.62 -3.40
H 0.75 -5.27 -0.72
C 1.06 -1.33 0.14
H 5.80 2.36 1.60
C 3.20 0.98 -0.07
N -2.48 0.11 -1.23
H -3.84 5.13 -0.12
C -2.56 0.96 -2.29
C 4.07 -2.95 -0.92
N -0.65 0.20 3.92
H -0.10 -0.56 3.53
Ir -1.30 0.56 0.28
O -2.37 2.31 0.61
H 4.44 -1.70 1.63
H -3.35 1.31 -4.24
C -3.96 -0.60 -3.44
C -3.73 4.25 0.51
N -2.71 3.21 -1.44
H -3.29 4.54 1.46
N 2.39 -1.33 -0.06
*
```

Computed properties:
- HOMO-LUMO gap: 0.227 hartree
- Electronic energy: -1758.335199 Ha
- HOMO: -0.609 Eh
- ΔE to the lowest compared entry with this formula, charge and spin: 43.5 kJ/mol
- LUMO level: -10.408 eV

---

3.
This record from the Open Molecules 2025 dataset describes a cluster of 2 separate species, C6H10O in total. The level of theory is ωB97M-V with the def2-TZVPD basis set.

Geometry as ORCA input:
```
! RIJCOSX wB97M-V def2-TZVPD def2/J DEFGRID3
* xyz 0 1
H -0.81 0.08 2.23
H 0.24 2.16 -0.75
C 2.32 -0.73 -0.02
C -0.65 -2.08 -0.53
C -0.75 0.46 0.10
H 2.32 -1.10 -1.06
H -0.55 1.13 -1.95
C -0.73 -0.81 -0.22
H -1.52 -2.69 -0.73
C -0.64 1.54 -0.95
H -1.52 2.20 -0.92
H 2.18 -1.50 0.76
H 0.32 -2.57 -0.59
C -0.79 0.92 1.53
H -1.68 1.55 1.72
H 0.10 1.53 1.75
O 2.46 0.44 0.25
*
```

Computed properties:
- HOMO-LUMO gap: 0.370 hartree
- Electronic energy: -309.766370 Ha
- HOMO: -0.337 Eh
- ΔE to the lowest compared entry with this formula, charge and spin: 199.5 kJ/mol
- LUMO level: 0.880 eV
- SMILES: C=C=C(C)C.C=O

---

4.
This record from the Open Molecules 2025 dataset describes a structure of composition C51H38IrN2O7PSi. The level of theory is ωB97M-V with the def2-TZVPD basis set.

Geometry as ORCA input:
```
! RIJCOSX wB97M-V def2-TZVPD def2/J DEFGRID3
* xyz 1 2
C 3.39 1.02 -3.34
C 2.16 -2.80 -3.14
H 3.09 -2.84 5.62
H 1.78 -4.39 -4.52
C 3.20 -1.75 3.77
P 2.63 -0.76 -1.32
H 4.02 5.59 1.69
C 1.44 -3.43 -4.15
Si 0.53 1.07 2.30
C -3.81 -5.03 0.13
H 3.00 -2.72 0.85
H -2.62 -6.80 0.29
C 5.17 -1.76 -1.57
C 1.74 -1.57 -2.65
H -2.40 4.09 4.96
H 4.93 -4.11 1.47
C 4.00 -1.80 -0.81
C -1.39 -5.06 0.23
C 0.74 -0.67 4.49
C 2.11 4.75 1.18
H -3.25 2.48 -0.75
C 4.54 3.08 -2.90
N -1.83 5.54 -4.36
C 0.58 -0.98 -3.17
C 3.98 2.19 -3.80
C 1.28 3.65 1.31
C -2.17 2.30 -0.74
H 5.25 -1.09 -2.42
C 2.92 2.54 2.65
C 1.34 -0.29 3.28
H 3.93 1.42 -0.01
H 0.78 5.07 -4.14
H 0.29 3.69 0.85
H -0.33 3.47 3.78
H -0.44 -5.58 0.30
H 4.73 3.63 3.01
C 5.00 -3.45 0.62
Ir -0.10 0.41 0.03
H 3.06 -0.54 2.02
H 0.25 -0.01 -2.82
C -1.19 4.57 -3.45
C -1.43 -3.68 0.15
C 3.77 3.63 2.53
H -4.74 -5.58 0.12
C 0.30 -2.84 -4.66
O -3.07 -0.62 -0.07
H 3.04 -3.28 -2.73
H -4.77 -3.09 -0.03
C 3.36 4.74 1.79
O 0.72 1.82 -1.10
C -0.13 -1.62 -4.17
C -1.35 2.90 -1.75
H 2.95 0.33 -4.05
C -1.96 3.83 -2.61
H -4.19 0.38 3.77
C -1.17 2.78 3.78
H -2.13 -0.24 2.60
H 3.25 1.69 3.24
H -3.04 3.97 -2.60
H 4.17 -2.16 3.50
H 7.15 -2.52 -1.82
C 3.37 0.74 -1.98
C 1.67 2.53 2.04
C 3.91 -2.65 0.28
C -1.07 1.56 3.11
O 0.86 -2.98 0.13
H 4.00 2.40 -4.86
H 1.89 3.43 -2.64
C 0.06 2.72 -1.79
C -3.42 2.28 4.44
H 4.95 3.51 -0.83
C 1.37 -1.59 5.32
H -4.33 2.55 4.96
C 6.25 -2.56 -1.23
O -3.04 5.67 -4.26
C -3.34 1.06 3.78
C 0.82 3.54 -2.64
C 2.60 -2.13 4.97
H 7.01 -4.02 0.14
N -0.88 -1.41 0.01
O 1.76 -0.44 -0.10
H -1.03 -1.15 -4.57
O -1.12 6.13 -5.13
C 3.94 1.63 -1.08
C -2.34 3.14 4.44
H 0.90 -1.88 6.25
H -0.26 -3.34 -5.44
C 2.58 -0.84 2.94
C -2.60 -5.72 0.22
H 1.79 5.61 0.62
H -0.21 -0.26 4.78
C 4.52 2.81 -1.54
C -2.18 0.71 3.12
C -2.30 -1.54 0.00
C 6.16 -3.40 -0.13
H 5.00 3.99 -3.26
C 0.20 4.45 -3.47
C -3.84 -3.64 0.04
C -2.62 -2.99 0.06
O -1.72 1.65 0.22
C -0.31 -2.70 0.11
*
```

Computed properties:
- HOMO-LUMO gap (spin up / spin down): 0.284 / 0.258 hartree
- Electronic energy: -3337.458701 Ha
- HOMO (spin up / spin down): -0.416 / -0.420 Eh
- ΔE to the lowest compared entry with this formula, charge and spin: 140.9 kJ/mol
- <S²>: 0.75
- LUMO level (spin up / spin down): -3.577 / -4.426 eV

---

5.
This record from the Open Molecules 2025 dataset describes a cluster of 4 separate species, C12H32O10S3Si in total. The level of theory is ωB97M-V with the def2-TZVPD basis set.

Geometry as ORCA input:
```
! RIJCOSX wB97M-V def2-TZVPD def2/J DEFGRID3
* xyz 0 1
Si -5.74 4.71 0.10
O 0.30 2.20 -1.67
C 5.38 -2.46 3.55
O 4.68 -4.77 1.69
H -1.43 5.01 1.61
C -5.00 4.44 2.85
O -0.12 -2.69 -4.91
H -2.72 -3.17 -4.33
C -5.63 3.41 1.54
H -5.07 4.38 4.95
H -5.13 4.25 -1.15
H 7.20 -1.29 3.49
S -0.53 -3.26 -3.44
H 5.12 -2.09 4.55
H -7.17 5.02 -0.06
C 0.94 0.09 -0.24
H 0.90 4.21 1.67
H -2.70 -3.12 -2.54
H -2.27 -1.65 -3.47
C 2.41 -3.54 1.22
C 0.21 3.77 0.94
O 0.55 2.39 0.82
O 4.70 -2.60 0.38
H -6.67 3.03 1.92
H -5.03 5.97 0.45
C 6.32 -1.47 2.88
H 5.86 -3.43 3.68
S -0.07 1.54 -0.43
O -3.50 4.20 3.22
H -1.39 3.39 2.34
H 2.81 -4.00 -5.96
C -1.21 3.95 1.42
H -5.07 2.58 3.88
O 4.16 -2.59 2.83
O -1.43 1.19 -0.13
H -1.94 3.59 0.68
S 4.17 -3.44 1.43
C 1.25 -2.66 -5.27
H 5.81 -0.51 2.70
H 0.38 4.29 -0.01
H 1.98 0.35 -0.42
C -4.57 3.56 4.29
H 1.84 -2.18 -4.49
C 1.78 -4.05 -5.58
H 0.59 -0.65 -0.96
H -4.84 2.57 1.36
O -0.49 -4.70 -3.46
H 6.65 -1.84 1.90
C -2.23 -2.74 -3.45
H -5.50 5.57 2.99
H 1.15 -4.54 -6.33
H 2.22 -4.02 0.25
H 1.99 -4.14 2.02
H 1.99 -2.53 1.22
H 1.78 -4.68 -4.69
H 1.33 -2.04 -6.17
O 0.18 -2.49 -2.43
H 0.80 -0.30 0.78
*
```

Computed properties:
- HOMO-LUMO gap: 0.373 hartree
- Electronic energy: -2712.611960 Ha
- HOMO: -0.355 Eh
- LUMO level: 0.497 eV
- SMILES: [SiH3]C[C@H]1CO1.CCOS(C)(=O)=O.CCOS(C)(=O)=O.CCOS(C)(=O)=O

---

6.
This record from the Open Molecules 2025 dataset describes a cluster of 4 separate species, C30H56N4O5 in total. The level of theory is ωB97M-V with the def2-TZVPD basis set.

Geometry as ORCA input:
```
! RIJCOSX wB97M-V def2-TZVPD def2/J DEFGRID3
* xyz 0 1
H -2.13 0.57 -2.89
C 1.74 6.32 1.89
C -1.48 2.45 -2.11
C -4.80 4.22 -4.54
O 0.39 5.91 1.84
H -3.98 3.57 -6.47
H 5.78 -6.90 3.62
C -0.49 0.37 -1.54
H 2.96 -6.04 3.22
C 0.41 1.01 -0.70
H -0.75 4.49 4.67
H 3.30 -8.13 5.32
C 2.28 -4.13 2.44
H 5.90 -7.02 5.99
H 1.75 -1.56 -1.33
C 4.20 -5.43 0.26
H -5.34 2.59 -5.92
H 3.83 -6.42 0.52
H -4.03 2.50 -1.56
H -4.04 6.01 -8.97
N 1.01 -1.23 -0.72
H 2.00 6.74 0.92
H 0.80 4.07 2.70
H 1.21 -4.16 0.58
H 4.31 -10.42 4.05
H 4.93 -5.09 0.99
C 4.78 -10.87 4.92
H -7.10 3.36 -3.62
O 3.14 -4.49 0.13
C -4.94 3.16 -3.43
H -5.62 6.65 -9.37
C -4.95 3.62 -5.97
H 1.88 7.11 2.64
H 1.09 2.89 0.06
H -6.27 3.02 -8.88
C 5.50 -9.08 6.32
C 5.70 -7.89 4.06
H -4.89 2.13 -3.81
H -5.47 4.08 -10.11
C 5.28 -7.79 5.53
H 3.11 -4.70 4.35
H 4.97 -8.45 3.46
C -0.18 -1.11 -1.51
C -1.42 1.08 -2.23
H -0.62 4.15 -1.22
H 4.32 -11.85 5.08
H -5.00 6.97 -7.75
H -3.84 4.76 -4.53
H 5.85 -11.02 4.73
H 2.11 -2.17 1.91
H -2.13 4.34 -2.95
H 1.77 4.89 4.83
C 0.38 2.37 -0.56
O -0.73 -2.05 -2.03
H 4.25 -4.85 3.03
H -2.50 2.91 -3.90
N -1.16 6.48 4.20
H -5.57 4.97 -4.38
C -2.45 3.30 -2.88
H 6.67 -8.38 3.96
H 5.40 -8.84 7.39
H 6.52 -9.47 6.19
C -6.13 4.04 -9.24
H -2.03 6.22 3.76
C -5.86 4.57 -6.77
C -3.90 3.29 -2.30
H -6.36 4.30 -2.31
H 1.42 6.62 4.70
H 3.64 -7.17 6.56
O 4.55 -10.10 6.08
C -6.36 3.33 -2.82
C 1.34 -0.01 -0.07
C -5.67 4.94 -8.10
C 3.20 -4.98 3.30
C -0.25 5.32 4.17
C -5.02 6.22 -8.54
C -0.57 3.06 -1.27
H -4.08 4.25 -1.82
H 2.41 5.48 2.11
H -0.88 4.43 2.32
N 2.79 -2.76 2.40
C 0.04 4.87 2.73
H 1.78 -5.76 1.06
H 0.76 5.70 6.03
H 1.30 -4.11 2.93
N 3.88 -7.34 5.59
H 4.70 -5.49 -0.71
H -7.10 4.46 -9.53
H -6.58 2.54 -2.10
O 2.20 0.16 0.77
C 2.06 -4.69 1.03
H -6.71 4.98 -6.21
H 3.60 -2.75 1.79
C 1.00 5.65 4.97
H -0.77 7.19 3.58
*
```

Computed properties:
- HOMO-LUMO gap: 0.239 hartree
- Electronic energy: -1771.735649 Ha
- HOMO: -0.248 Eh
- LUMO level: -0.263 eV
- SMILES: CC(C)=CCC[C@H](C)CCc1ccc2c(c1)C(=O)NC2=O.COC[C@@H](C)N.COC[C@@H](C)N.COC[C@@H](C)N

---

7.
This record from the Open Molecules 2025 dataset describes the molecule C3H6N2. The level of theory is ωB97M-V with the def2-TZVPD basis set.

Geometry as ORCA input:
```
! RIJCOSX wB97M-V def2-TZVPD def2/J DEFGRID3
* xyz 0 1
H 0.21 -1.44 0.74
N -0.22 -0.67 -1.61
C 0.61 0.11 -1.16
C -0.70 0.60 0.61
H 1.18 -0.07 1.89
C 0.26 -0.39 1.16
H -0.73 -0.96 -0.86
H 1.24 0.57 -1.79
H -1.10 1.48 1.07
H -1.44 0.12 -0.19
N 0.69 0.65 0.14
*
```

Computed properties:
- HOMO-LUMO gap: 0.418 hartree
- Electronic energy: -227.279956 Ha
- HOMO: -0.376 Eh
- ΔE to the lowest compared entry with this formula, charge and spin: 380.4 kJ/mol
- LUMO level: 1.155 eV
- SMILES: [H]/N=C\N1CC1

---

8.
This record from the Open Molecules 2025 dataset describes a structure of composition C29H27N4O3PRuS. The level of theory is ωB97M-V with the def2-TZVPD basis set.

Geometry as ORCA input:
```
! RIJCOSX wB97M-V def2-TZVPD def2/J DEFGRID3
* xyz -1 2
H -1.29 -0.86 4.38
C -0.26 -0.46 -2.96
C 1.55 1.59 -3.37
C 0.69 -3.61 0.20
C -2.84 1.70 -2.00
C 1.57 -0.20 0.84
H -2.73 2.82 -3.66
H 3.24 -1.55 0.70
C -2.68 -3.02 1.51
C -1.92 -2.81 3.77
N -3.12 1.95 -3.34
C 1.57 0.89 -2.18
H 0.57 1.87 -5.25
H 0.91 5.66 0.31
H -2.03 3.82 1.42
C 1.04 -2.59 -0.67
C -2.44 -3.59 2.73
C 0.64 -0.12 -1.95
C 1.92 -5.18 -1.13
O -1.74 0.44 2.25
H 2.87 -4.38 -2.88
C 0.98 0.87 1.52
H -1.00 -0.01 -4.91
H 3.44 1.42 3.78
H 2.29 1.15 -1.42
H 2.27 -6.19 -1.31
H -3.07 -1.79 -0.79
O 2.23 3.69 -0.43
N -2.49 0.16 -0.39
P 0.37 -0.92 -0.32
H 4.44 -0.50 2.59
H -3.08 -3.63 0.70
O 0.32 2.57 -0.55
H 2.25 2.39 -3.52
C 3.48 -0.11 2.28
C 1.03 3.58 -0.23
H -1.70 -3.27 4.73
H -0.64 4.94 -0.25
C 0.25 4.79 0.37
C 1.13 -4.90 -0.02
C -2.42 -1.65 1.24
C 2.91 0.95 2.95
H -0.52 5.51 2.25
S -2.57 3.04 -0.97
C 2.81 -0.70 1.22
C -0.16 4.55 1.82
C 1.82 -2.88 -1.79
H 2.08 -2.09 -2.48
C -1.68 -1.47 3.58
N -1.19 3.52 1.91
H -0.95 -1.28 -2.79
H 0.86 -5.69 0.66
Ru -0.86 1.31 0.63
C -2.67 -1.12 -0.02
C 0.61 1.29 -4.34
H -1.43 3.30 2.88
H 0.72 4.24 2.40
H -2.91 1.16 -3.92
N -2.85 0.46 -1.62
H 0.07 -3.39 1.06
C 2.26 -4.17 -2.01
C -0.28 0.24 -4.14
H 1.24 2.28 3.13
C -1.93 -0.84 2.35
C 1.67 1.45 2.58
H -2.63 -4.64 2.89
*
```

Computed properties:
- HOMO-LUMO gap (spin up / spin down): 0.209 / 0.230 hartree
- Electronic energy: -2400.475741 Ha
- HOMO (spin up / spin down): -0.147 / -0.149 Eh
- ΔE to the lowest compared entry with this formula, charge and spin: 0.0 kJ/mol
- <S²>: 0.77
- LUMO level (spin up / spin down): 1.694 / 2.198 eV

---

9.
This record from the Open Molecules 2025 dataset describes a structure of composition C21H22BrGeN4O3Sn. The level of theory is ωB97M-V with the def2-TZVPD basis set.

Geometry as ORCA input:
```
! RIJCOSX wB97M-V def2-TZVPD def2/J DEFGRID3
* xyz 1 1
Ge -2.52 -2.01 -1.89
C 4.49 0.04 -0.09
Br 2.83 -0.86 -2.13
H 2.09 3.70 -3.80
H 6.23 1.30 2.23
H 1.96 5.46 -2.20
C 1.13 4.30 -0.68
C -0.93 -2.44 1.77
H 5.28 -0.14 -0.81
C -4.06 -0.80 -2.13
C 4.74 0.62 1.16
C -0.98 -0.31 2.67
Sn -0.02 -0.04 -0.16
H 1.60 0.82 2.33
H -1.84 0.05 4.52
H -0.15 -0.98 -2.51
N 0.89 1.98 -1.19
C 3.74 0.84 2.09
H -1.40 -3.62 -3.53
C 1.68 4.48 -1.91
H -3.13 -3.38 -3.85
H 1.40 1.38 -3.09
C 1.29 2.22 -2.43
H -2.05 -2.16 -4.34
H -1.83 -3.94 2.85
H -3.86 -0.03 -2.94
C -1.65 -2.91 2.85
N 2.18 0.05 0.45
C 3.17 -0.22 -0.41
N -0.67 -1.11 1.67
C -0.08 2.85 0.92
C -2.03 -2.07 3.91
O -0.44 3.75 1.61
C -0.78 1.17 2.46
C -2.20 -2.93 -3.56
H -4.36 -0.27 -1.19
C -1.67 -0.73 3.81
C 1.71 3.47 -2.84
C 0.68 3.03 -0.37
O 6.04 0.91 1.36
H 3.90 1.34 3.03
H -2.56 -4.09 -0.26
H -2.68 -2.41 4.68
H -4.24 -3.76 -0.86
H 1.07 5.15 0.02
N -0.46 1.54 1.18
H -0.72 -3.03 0.89
O -0.92 1.94 3.38
C -3.21 -3.34 -0.61
H -3.49 -2.78 0.32
C -0.77 -1.13 -1.63
H -4.88 -1.49 -2.39
C 2.46 0.58 1.66
*
```

Computed properties:
- HOMO-LUMO gap: 0.235 hartree
- Electronic energy: -6123.154922 Ha
- HOMO: -0.363 Eh
- ΔE to the lowest compared entry with this formula, charge and spin: 108.6 kJ/mol
- LUMO level: -3.484 eV